Entry from the Open Molecules 2025 dataset: C24H37Br2N6RbS2 as an isolated structure (ωB97M-V/def2-TZVPD).

Calculated values
LUMO level ... -0.039 eV
HOMO energy ... -6.36 eV
Molar mass ... 719.01 u
Kohn-Sham gap ... 6.3 eV
Energy above the lowest of the compared OMol25 structures with the same formula, charge and spin ... 4.4 kcal/mol
Electronic energy ... -7233.67618 Eh

CARTESIAN COORDINATES (ANGSTROEM)
Rb: 0.02 0.10 -0.15
C: -1.10 -2.91 2.40
C: 0.15 -2.26 3.05
N: 0.25 -0.84 2.77
C: -0.45 0.06 3.67
C: -1.98 0.07 3.50
S: -2.59 0.35 1.80
C: -3.49 -1.19 1.45
C: -2.71 -2.24 0.64
N: -1.33 -2.36 1.08
H: -1.98 -2.72 3.02
H: -0.96 -3.99 2.39
H: 1.03 -2.74 2.62
H: 0.15 -2.48 4.12
H: 1.23 -0.58 2.74
H: -0.08 1.07 3.48
H: -0.26 -0.17 4.73
H: -2.38 0.87 4.12
H: -2.42 -0.86 3.86
H: -4.38 -0.90 0.88
H: -3.84 -1.58 2.40
H: -2.69 -1.93 -0.40
H: -3.27 -3.19 0.70
H: -0.77 -2.83 0.38
C: 5.35 1.18 2.71
C: 3.98 1.45 2.70
C: 3.18 0.93 1.68
C: 3.74 0.16 0.67
C: 5.11 -0.10 0.68
C: 5.90 0.41 1.70
N: 2.86 -0.45 -0.27
N: 3.33 -0.58 -1.41
C: 2.54 -1.31 -2.35
C: 3.25 -1.68 -3.51
C: 2.63 -2.38 -4.52
C: 1.30 -2.75 -4.35
C: 0.63 -2.41 -3.18
C: 1.19 -1.66 -2.14
H: 5.97 1.57 3.51
H: 3.54 2.06 3.47
H: 2.12 1.17 1.66
H: 5.53 -0.71 -0.11
H: 6.97 0.20 1.70
H: 4.31 -1.43 -3.58
H: 3.18 -2.66 -5.41
H: 0.79 -3.30 -5.14
H: -0.41 -2.74 -3.09
Br: 1.42 3.33 -1.14
C: 0.74 4.36 0.33
Br: -0.83 3.58 1.12
H: 0.48 5.34 -0.04
H: 1.51 4.40 1.09
C: -3.58 3.37 -3.72
C: -2.41 3.25 -2.76
N: -1.29 2.51 -3.32
C: -1.19 1.17 -3.33
S: -2.30 0.16 -2.55
N: -0.13 0.64 -3.97
C: 0.96 1.35 -4.62
C: 0.68 1.67 -6.08
H: -4.40 3.91 -3.25
H: -3.94 2.37 -3.99
H: -3.29 3.90 -4.63
H: -2.71 2.74 -1.85
H: -2.03 4.24 -2.48
H: -0.68 3.03 -3.93
H: -0.04 -0.36 -3.87
H: 1.84 0.71 -4.53
H: 1.19 2.26 -4.06
H: 0.50 0.75 -6.64
H: 1.53 2.18 -6.53
H: -0.20 2.30 -6.19

Entry from the Open Molecules 2025 dataset: C26H38AsBrNO6STi as an isolated structure (ωB97M-V/def2-TZVPD).

Calculated values
LUMO level ... 2.419 eV
HOMO energy ... -4.67 eV
Molar mass ... 695.35 u
Kohn-Sham gap ... 7.1 eV
Energy above the lowest of the compared OMol25 structures with the same formula, charge and spin ... 24.8 kcal/mol
Net charge ... -1
Electronic energy ... -7577.38813 Eh

CARTESIAN COORDINATES (ANGSTROEM)
Ti: -0.44 -1.82 0.65
C: -0.65 3.96 -5.19
C: 0.41 3.67 -4.12
C: 0.38 4.81 -3.08
C: 1.78 3.65 -4.80
C: 0.15 2.35 -3.39
C: 1.14 1.77 -2.62
C: 0.88 0.63 -1.89
Br: 2.33 -0.18 -0.98
C: -0.38 0.00 -1.88
O: -0.61 -1.03 -1.08
C: -1.37 0.52 -2.75
C: -1.07 1.69 -3.45
C: -2.72 -0.14 -3.08
C: -2.65 -0.62 -4.54
C: -3.09 -1.35 -2.22
C: -3.85 0.88 -2.93
H: -0.38 4.87 -5.73
H: -1.64 4.12 -4.75
H: -0.72 3.14 -5.90
H: 0.57 5.77 -3.57
H: 1.14 4.65 -2.32
H: -0.59 4.85 -2.59
H: 1.90 4.53 -5.43
H: 1.89 2.76 -5.43
H: 2.60 3.66 -4.07
H: 2.14 2.19 -2.56
H: -1.84 2.08 -4.10
H: -1.84 -1.34 -4.66
H: -2.46 0.21 -5.23
H: -3.59 -1.09 -4.83
H: -2.38 -2.17 -2.33
H: -4.07 -1.71 -2.54
H: -3.15 -1.12 -1.16
H: -3.78 1.71 -3.64
H: -3.86 1.30 -1.92
H: -4.81 0.39 -3.10
C: 5.36 -1.56 4.58
C: 4.15 -2.17 3.93
C: 4.15 -2.45 2.56
C: 3.04 -3.01 1.95
C: 1.93 -3.30 2.72
C: 1.89 -3.02 4.07
C: 3.01 -2.46 4.67
S: 0.48 -3.95 1.95
O: 0.42 -5.38 2.11
O: 0.61 -3.53 0.48
N: -0.69 -3.10 2.53
C: -2.03 -3.69 2.49
C: -2.85 -3.15 1.31
O: -3.82 -3.74 0.90
O: -2.39 -2.02 0.83
H: 6.18 -2.28 4.64
H: 5.14 -1.21 5.59
H: 5.73 -0.71 4.00
H: 5.02 -2.20 1.97
H: 3.03 -3.20 0.89
H: 0.99 -3.21 4.64
H: 2.99 -2.23 5.73
H: -2.57 -3.40 3.40
H: -2.01 -4.78 2.44
C: 1.27 1.43 3.56
As: -0.03 -0.05 3.61
C: -1.52 0.96 2.79
C: -0.59 0.46 5.50
O: 0.58 -0.84 1.45
H: 0.96 2.25 4.21
H: 1.37 1.79 2.53
H: 2.24 1.05 3.87
H: -1.77 1.83 3.39
H: -2.39 0.32 2.68
H: -1.21 1.29 1.79
H: -0.99 1.48 5.54
H: 0.31 0.40 6.11
H: -1.34 -0.25 5.86

Entry from the Open Molecules 2025 dataset: C9H10F3NNiO3S as an isolated structure (ωB97M-V/def2-TZVPD).

Calculated values
LUMO level (alpha / beta) ... 5.702 / 5.703 eV
HOMO energy (alpha / beta) ... 0.82 / 1.46 eV
Expectation value of S² ... 2.251
Molar mass ... 327.94 u
Kohn-Sham gap (alpha / beta) ... 4.9 / 4.2 eV
Net charge ... -2
Electronic energy ... -2835.30127 Eh
2S+1 ... 3

CARTESIAN COORDINATES (ANGSTROEM)
C: 1.08 -1.62 -2.17
C: -0.29 -1.27 -2.33
C: -0.94 -1.41 -1.07
C: 0.05 -1.80 -0.11
C: 1.30 -1.93 -0.79
Ni: 0.52 -0.14 -1.04
C: -1.71 1.72 -0.85
C: -0.51 1.76 -1.44
C: 0.41 2.43 -2.15
N: 1.63 0.85 -0.02
H: -2.00 -1.33 -0.87
H: -0.78 -1.06 -3.28
H: -0.14 -2.03 0.93
H: 2.22 -2.29 -0.36
H: 1.82 -1.67 -2.96
H: -2.43 0.93 -1.07
H: 1.24 0.97 0.95
H: -2.03 2.50 -0.15
H: 0.15 3.32 -2.72
H: 1.45 2.08 -2.15
F: -1.23 1.67 5.07
C: -1.14 0.54 4.33
F: 0.14 0.08 4.41
F: -1.95 -0.40 4.88
S: -1.63 0.88 2.56
O: -2.94 1.50 2.69
O: -0.55 1.76 2.10
O: -1.62 -0.46 1.95

Entry from the Open Molecules 2025 dataset: a 9-piece molecular cluster, C35H34F42N10O28S14 overall (ωB97M-V/def2-TZVPD).

Calculated values
LUMO level ... 0.639 eV
HOMO energy ... -1.77 eV
Molar mass ... 2289.55 u
Kohn-Sham gap ... 2.4 eV
Energy above the lowest of the compared OMol25 structures with the same formula, charge and spin ... 0.0 kcal/mol
Net charge ... -4
Electronic energy ... -13777.16927 Eh

CARTESIAN COORDINATES (ANGSTROEM)
C: 1.47 3.27 -0.41
C: 0.85 1.91 -0.78
C: -0.45 1.57 -0.10
N: -0.65 0.08 -0.15
C: -2.00 -0.29 0.46
C: -2.05 -0.06 1.96
C: -0.91 -0.74 2.69
C: 0.46 -0.45 2.04
C: 0.41 -0.74 0.54
C: -0.63 -0.46 -1.56
H: 0.72 4.06 -0.35
H: 2.26 3.61 -1.07
H: 1.85 3.27 0.62
H: 1.58 1.14 -0.60
H: 0.71 2.01 -1.86
H: -1.31 2.05 -0.57
H: -0.53 1.88 0.95
H: -2.75 0.29 -0.07
H: -2.15 -1.35 0.23
H: -2.21 0.99 2.22
H: -2.99 -0.53 2.24
H: -0.90 -0.48 3.75
H: -0.96 -1.83 2.58
H: 0.75 0.59 2.21
H: 1.25 -1.11 2.42
H: 1.40 -0.61 0.11
H: 0.10 -1.78 0.40
H: -1.27 0.23 -2.13
H: -1.05 -1.45 -1.62
H: 0.34 -0.30 -2.00
C: 4.36 -2.47 0.95
N: 4.25 -3.87 0.55
C: 3.04 -4.25 0.19
C: 2.82 -5.50 -0.32
C: 3.85 -6.37 -0.41
C: 5.10 -5.97 0.07
C: 5.26 -4.74 0.61
C: 3.60 -7.64 -1.10
C: 4.15 -8.86 -0.72
C: 3.71 -10.01 -1.29
N: 2.81 -9.97 -2.30
C: 2.37 -8.80 -2.80
C: 2.72 -7.64 -2.18
C: 2.41 -11.21 -2.97
H: 4.10 -2.31 2.00
H: 3.66 -1.89 0.35
H: 5.34 -2.03 0.76
H: 2.25 -3.53 0.14
H: 1.85 -5.71 -0.75
H: 5.96 -6.62 0.02
H: 6.23 -4.33 0.84
H: 4.68 -8.94 0.22
H: 3.94 -10.98 -0.89
H: 1.61 -8.80 -3.56
H: 2.25 -6.73 -2.57
H: 2.67 -12.03 -2.31
H: 2.89 -11.37 -3.93
H: 1.32 -11.21 -2.99
C: 1.66 7.10 -1.01
F: 1.63 6.50 0.18
F: 2.88 7.60 -1.18
F: 1.42 6.21 -1.98
S: 0.37 8.43 -1.13
O: 0.45 8.93 -2.46
O: -0.84 7.75 -0.81
N: 0.86 9.40 0.07
S: 0.93 10.89 -0.44
O: 2.16 11.11 -1.16
O: -0.26 11.44 -1.00
C: 1.29 11.76 1.18
F: 1.95 12.91 0.93
F: 0.12 12.11 1.75
F: 1.99 11.06 2.04
C: -5.82 -2.24 -1.85
F: -6.76 -1.51 -1.27
F: -6.22 -2.49 -3.09
F: -4.67 -1.56 -1.88
S: -5.57 -3.85 -0.98
O: -6.82 -4.53 -0.96
O: -4.52 -4.45 -1.72
N: -5.21 -3.31 0.52
S: -4.17 -4.37 1.08
O: -4.69 -5.71 1.19
O: -2.83 -4.22 0.59
C: -3.99 -3.89 2.88
F: -5.14 -3.48 3.44
F: -3.61 -5.01 3.54
F: -3.03 -2.98 3.03
C: 3.14 -0.32 -3.19
F: 4.03 0.14 -4.05
F: 3.27 0.25 -2.01
F: 1.93 -0.08 -3.67
S: 3.29 -2.18 -3.04
O: 3.70 -2.66 -4.32
O: 4.37 -2.35 -2.08
N: 1.78 -2.58 -2.47
S: 1.31 -3.77 -3.42
O: 0.85 -3.35 -4.70
O: 2.20 -4.92 -3.42
C: -0.22 -4.32 -2.54
F: 0.01 -4.49 -1.24
F: -1.27 -3.60 -2.80
F: -0.46 -5.57 -3.04
C: 0.73 4.54 3.00
F: 0.46 3.24 3.05
F: 1.93 4.72 2.46
F: -0.14 5.16 2.23
S: 0.71 5.21 4.73
O: -0.61 5.03 5.21
O: 1.69 4.45 5.45
N: 1.07 6.79 4.41
S: 1.60 7.36 5.77
O: 0.84 7.03 6.95
O: 3.03 7.30 5.97
C: 1.28 9.19 5.59
F: 1.84 9.82 6.64
F: 1.80 9.70 4.46
F: -0.03 9.48 5.52
C: -0.62 3.59 -5.23
F: 0.70 3.74 -5.17
F: -0.93 2.61 -4.37
F: -1.26 4.67 -4.85
S: -1.12 3.06 -6.96
O: -2.49 3.41 -7.11
O: -0.22 3.80 -7.80
N: -0.80 1.48 -7.00
S: -2.13 0.67 -6.72
O: -2.93 0.98 -5.57
O: -2.91 0.43 -7.92
C: -1.47 -1.00 -6.29
F: -2.47 -1.82 -6.01
F: -0.77 -1.51 -7.30
F: -0.70 -0.91 -5.21
C: -4.92 3.30 -2.09
F: -5.91 2.47 -2.45
F: -3.86 2.56 -1.77
F: -4.60 4.08 -3.09
S: -5.44 4.36 -0.67
O: -4.37 5.23 -0.41
O: -6.66 5.02 -1.05
N: -5.80 3.16 0.45
S: -4.72 3.33 1.58
O: -3.34 3.03 1.26
O: -4.88 4.57 2.27
C: -5.21 2.07 2.85
F: -6.39 2.37 3.38
F: -5.25 0.83 2.34
F: -4.27 2.04 3.80
C: 1.79 -0.32 5.63
F: 2.43 0.31 6.62
F: 0.74 0.37 5.27
F: 2.63 -0.43 4.58
S: 1.33 -1.99 6.29
O: 2.53 -2.60 6.75
O: 0.33 -1.76 7.29
N: 0.60 -2.63 4.93
S: 1.25 -4.05 4.75
O: 2.56 -3.98 4.15
O: 1.09 -5.02 5.80
C: 0.23 -4.72 3.36
F: 0.75 -5.88 2.93
F: -1.02 -4.88 3.72
F: 0.23 -3.87 2.32

Entry from the Open Molecules 2025 dataset: C32H46BrNO6OsSi2 as an isolated structure (ωB97M-V/def2-TZVPD).

Calculated values
LUMO level (alpha / beta) ... -0.869 / -2.337 eV
HOMO energy (alpha / beta) ... -8.81 / -9.41 eV
Expectation value of S² ... 6.063
Molar mass ... 867.03 u
Kohn-Sham gap (alpha / beta) ... 7.9 / 7.1 eV
Energy above the lowest of the compared OMol25 structures with the same formula, charge and spin ... 2.7 kcal/mol
Electronic energy ... -4996.95894 Eh
2S+1 ... 5

CARTESIAN COORDINATES (ANGSTROEM)
Os: -0.05 -0.60 -0.68
C: 0.64 1.87 2.72
C: 2.02 1.23 2.63
C: 2.61 1.43 1.24
C: 2.95 1.84 3.68
O: 1.97 -0.17 2.91
Si: 0.80 -1.28 2.67
O: 0.16 -1.13 1.17
O: -0.32 -1.04 3.81
C: -1.30 -1.88 4.44
C: -0.63 -3.00 5.22
C: -2.06 -0.97 5.40
C: -2.25 -2.44 3.39
O: 1.48 -2.75 2.87
C: 2.03 -3.70 1.94
C: 3.01 -3.01 1.00
C: 0.90 -4.37 1.17
C: 2.75 -4.73 2.80
H: 0.72 2.95 2.60
H: 0.19 1.65 3.69
H: -0.02 1.49 1.94
H: 2.75 2.49 1.01
H: 1.94 1.01 0.49
H: 3.57 0.91 1.17
H: 3.07 2.91 3.51
H: 3.92 1.35 3.64
H: 2.52 1.68 4.67
H: 0.05 -2.58 5.97
H: -0.04 -3.63 4.55
H: -1.38 -3.61 5.72
H: -1.38 -0.57 6.15
H: -2.86 -1.53 5.90
H: -2.51 -0.13 4.85
H: -1.69 -3.02 2.65
H: -2.76 -1.62 2.88
H: -2.99 -3.09 3.85
H: 2.50 -2.25 0.41
H: 3.46 -3.74 0.32
H: 3.80 -2.52 1.58
H: 0.35 -3.65 0.56
H: 0.19 -4.83 1.86
H: 1.29 -5.14 0.51
H: 3.56 -4.25 3.35
H: 3.17 -5.52 2.17
H: 2.06 -5.17 3.51
Br: -2.99 -0.87 0.13
C: -3.39 -0.79 -1.73
C: -4.32 0.15 -2.14
C: -4.62 0.26 -3.49
C: -4.00 -0.58 -4.41
C: -3.09 -1.54 -3.97
C: -2.76 -1.65 -2.62
C: -1.78 -2.74 -2.23
O: -1.92 -3.84 -2.72
O: -0.79 -2.41 -1.43
H: -4.80 0.79 -1.41
H: -5.35 0.99 -3.82
H: -4.23 -0.51 -5.46
H: -2.63 -2.22 -4.66
C: -3.52 3.95 -1.77
Si: -1.89 3.64 -2.62
C: -2.15 3.35 -4.44
C: -0.67 5.00 -2.29
C: -1.16 2.09 -1.92
C: -0.68 1.06 -1.46
H: -3.82 4.99 -1.89
H: -3.47 3.73 -0.70
H: -4.31 3.32 -2.21
H: -2.70 4.18 -4.89
H: -2.73 2.44 -4.60
H: -1.20 3.25 -4.96
H: -1.02 5.95 -2.70
H: 0.30 4.76 -2.73
H: -0.52 5.13 -1.21
C: 1.44 -0.72 -2.16
C: 2.03 0.55 -2.69
C: 1.46 1.17 -3.80
C: 1.98 2.35 -4.30
C: 3.09 2.93 -3.68
C: 3.68 2.31 -2.58
C: 3.14 1.12 -2.10
C: 3.65 4.16 -4.19
N: 4.09 5.14 -4.60
H: 2.20 -1.33 -1.65
H: 0.97 -1.32 -2.94
H: 0.59 0.72 -4.28
H: 1.54 2.82 -5.16
H: 4.54 2.75 -2.11
H: 3.61 0.64 -1.25

Entry from the Open Molecules 2025 dataset: one molecule with the formula C5H9N3O2 (ωB97M-V/def2-TZVPD).

Calculated values
LUMO level (alpha / beta) ... 0.384 / 0.384 eV
HOMO energy (alpha / beta) ... -7.97 / -7.97 eV
Molar mass ... 143.15 u
SMILES ... CC1=C([N+](=O)[O-])[C@@H](C)NN1
Kohn-Sham gap (alpha / beta) ... 8.4 / 8.4 eV
Energy above the lowest of the compared OMol25 structures with the same formula, charge and spin ... 128.3 kcal/mol
Electronic energy ... -510.48554 Eh

CARTESIAN COORDINATES (ANGSTROEM)
C: -0.29 -2.49 0.27
C: 0.12 -1.10 -0.07
C: -0.55 0.03 -0.32
N: -2.01 0.32 -0.50
O: -2.85 -0.58 -0.27
O: -2.35 1.36 -1.00
C: 0.36 1.24 -0.38
C: 0.38 2.03 0.88
N: 1.66 0.53 -0.56
N: 1.39 -0.78 -0.27
H: 0.65 -2.89 0.80
H: -0.72 -3.12 -0.53
H: -1.18 -2.46 1.00
H: -0.06 1.76 -1.28
H: -0.53 1.95 1.40
H: 0.43 3.04 0.52
H: 1.13 1.71 1.60
H: 2.21 0.74 -1.43
H: 2.21 -1.30 0.13

Entry from the Open Molecules 2025 dataset: a 3-piece molecular cluster, C4H7NO2 overall (ωB97M-V/def2-TZVPD).

Calculated values
LUMO level ... 0.883 eV
HOMO energy ... -10.15 eV
Molar mass ... 101.10 u
SMILES ... CC#N.C=O.C=O
Kohn-Sham gap ... 11.0 eV
Energy above the lowest of the compared OMol25 structures with the same formula, charge and spin ... 59.9 kcal/mol
Electronic energy ... -361.78536 Eh

CARTESIAN COORDINATES (ANGSTROEM)
C: -2.30 -0.25 -0.33
C: -1.43 0.71 -1.01
N: -0.73 1.46 -1.53
H: -1.77 -0.63 0.55
H: -3.23 0.23 -0.03
H: -2.53 -1.09 -1.00
C: 1.25 -1.34 1.24
O: 0.26 -0.69 1.54
H: 2.17 -1.29 1.84
H: 1.26 -2.04 0.39
C: 1.91 1.13 -0.42
O: 2.53 0.09 -0.43
H: 1.16 1.36 0.36
H: 2.07 1.90 -1.20

Entry from the Open Molecules 2025 dataset: a 2-piece molecular cluster, C2H5NOS overall (ωB97M-V/def2-TZVPD).

Calculated values
LUMO level (alpha / beta) ... -1.584 / -1.585 eV
HOMO energy (alpha / beta) ... -8.07 / -8.07 eV
Molar mass ... 91.13 u
Kohn-Sham gap (alpha / beta) ... 6.5 / 6.5 eV
Energy above the lowest of the compared OMol25 structures with the same formula, charge and spin ... 126.1 kcal/mol
Electronic energy ... -607.20588 Eh

CARTESIAN COORDINATES (ANGSTROEM)
C: -0.76 0.39 -0.14
C: 0.22 1.50 0.03
N: 0.38 -1.88 -0.04
O: 1.52 1.35 0.25
S: -2.29 0.05 -0.12
H: 0.17 2.08 -0.86
H: -0.36 1.99 0.90
H: 1.02 -1.03 0.14
H: 0.00 -2.27 0.83
H: 0.11 -2.18 -1.00

> The highest electronic energy belongs to which entry?

C4H7NO2